[1]
{"formula": "CH3OS", "method": "ωB97M-V with the def2-TZVPD basis set", "elements": ["S", "H", "O", "C", "H", "H"], "xyz": [[2.27149, 1.26922, -0.45906], [1.84218, 0.43398, 0.49865], [-2.09187, -0.59082, -0.56755], [-1.02337, -0.44460, -0.01825], [-0.92411, -0.37785, 1.09358], [-0.07432, -0.28992, -0.54736]], "atomic_forces_ev_per_a": [[-0.0976, -0.0289, -0.0449], [0.0560, -0.0386, 0.1224], [0.3369, -0.0957, 0.3480], [-0.1102, 0.3594, 0.0625], [-0.2528, -0.1367, -0.2380], [0.0678, -0.0596, -0.2499]], "homo_lumo_gap_ev": 6.7, "max_force_ev_per_a": 0.49, "total_energy_ha": -513.33527, "relative_energy_ev": 0.072, "charge": -1, "homo_ev": -2.725}

---

[2]
{"formula": "C21H18N2O5S", "method": "ωB97M-V with the def2-TZVPD basis set", "elements": ["C", "C", "C", "C", "C", "C", "N", "S", "O", "O", "C", "C", "C", "C", "C", "C", "O", "N", "C", "C", "C", "C", "C", "C", "O", "O", "C", "C", "C", "H", "H", "H", "H", "H", "H", "H", "H", "H", "H", "H", "H", "H", "H", "H", "H", "H", "H"], "xyz": [[0.72958, 2.24315, -1.09649], [2.15721, 1.79351, -1.00654], [3.18790, 2.57605, -1.51057], [4.49831, 2.13801, -1.43320], [4.79840, 0.91345, -0.86718], [3.77469, 0.11801, -0.36106], [4.05303, -1.11047, 0.23913], [3.05459, -2.45023, 0.05137], [3.89929, -3.57468, 0.31398], [2.33533, -2.38118, -1.18554], [1.89454, -2.24085, 1.39773], [2.34036, -2.29485, 2.70280], [1.42985, -2.09956, 3.73049], [0.10548, -1.82369, 3.43695], [-0.33321, -1.74744, 2.11642], [-1.77228, -1.40778, 1.87092], [-2.64279, -1.69498, 2.66334], [-1.96692, -0.71942, 0.70963], [-3.15382, -0.21447, 0.17331], [-4.40141, -0.41606, 0.76052], [-5.53431, 0.11895, 0.17095], [-5.44542, 0.85405, -0.99574], [-4.19950, 1.05742, -1.58609], [-4.12190, 1.84776, -2.83388], [-5.06901, 2.32786, -3.40368], [-2.86735, 1.99556, -3.29558], [-3.05820, 0.52279, -1.00283], [0.57381, -1.98928, 1.08909], [2.46368, 0.57094, -0.42580], [0.23647, 1.74816, -1.93356], [0.66984, 3.31600, -1.25973], [0.18682, 1.99787, -0.18520], [2.96504, 3.53072, -1.96299], [5.29511, 2.75305, -1.82412], [5.82097, 0.56963, -0.81347], [5.02600, -1.37614, 0.24343], [3.38054, -2.50274, 2.89433], [1.75392, -2.15554, 4.75814], [-0.61528, -1.66067, 4.22416], [-1.14616, -0.51240, 0.15671], [-4.47334, -0.98668, 1.67130], [-6.49592, -0.04353, 0.63301], [-6.31900, 1.27755, -1.46576], [-2.88401, 2.51568, -4.11394], [-2.09862, 0.68260, -1.47071], [0.28970, -2.02114, 0.04699], [1.67796, -0.04501, -0.02101]], "atomic_forces_ev_per_a": [[0.0452, -0.0452, -0.0609], [0.0943, -0.0288, 0.0502], [-0.0318, 0.0045, 0.0033], [0.0038, -0.0109, 0.0089], [0.0002, -0.2135, 0.1220], [-0.3973, 0.6909, -0.2872], [-0.1612, -0.9510, 0.0533], [0.3229, 0.1779, 0.0214], [0.1033, 0.0899, 0.2855], [-0.1133, 0.2000, 0.2838], [0.2680, -0.0310, -0.5027], [0.0189, -0.0613, 0.1126], [0.0929, -0.0129, -0.1094], [-0.1683, 0.0266, -0.1649], [0.2964, -0.1906, 0.1557], [0.1848, 0.0405, -0.0915], [-0.0977, -0.0001, 0.1139], [0.3697, 0.0046, -0.2700], [-0.4664, 0.1038, -0.0715], [0.0718, -0.0950, 0.1321], [0.0651, 0.0775, -0.1403], [0.0916, 0.1036, -0.1745], [0.0271, -0.2389, 0.3553], [-0.3388, 0.3334, -0.4430], [0.0193, -0.0660, 0.0958], [0.5103, -0.0750, 0.0191], [-0.1733, 0.0140, 0.0144], [-0.1781, -0.0225, 0.0527], [0.1222, 0.1636, -0.0842], [-0.1094, 0.0005, -0.0540], [-0.0742, 0.0647, 0.0077], [-0.0925, 0.0173, 0.0637], [-0.0354, 0.1057, -0.0361], [0.0728, 0.0391, -0.0251], [0.1283, -0.0385, -0.0115], [0.0543, -0.2407, 0.0358], [0.1349, -0.0100, 0.1248], [0.0399, 0.0046, 0.0767], [-0.0540, 0.0066, 0.0612], [-0.1053, -0.0460, 0.2159], [0.0040, -0.0063, 0.0099], [-0.0761, -0.0155, 0.0414], [-0.0714, 0.0349, -0.0389], [-0.2620, -0.0677, 0.1515], [0.1190, 0.0153, -0.0333], [-0.1135, 0.0737, -0.0907], [-0.1408, 0.0742, 0.0209]], "homo_lumo_gap_ev": 8.8, "max_force_ev_per_a": 0.97, "total_energy_ha": -1694.99832, "relative_energy_ev": 0.000, "charge": 0, "homo_ev": -8.884}

---

[3]
{"formula": "H26O13", "method": "ωB97M-V with the def2-TZVPD basis set", "elements": ["H", "H", "H", "H", "H", "H", "H", "H", "H", "H", "H", "H", "H", "H", "H", "H", "H", "H", "H", "H", "H", "H", "H", "H", "H", "H", "O", "O", "O", "O", "O", "O", "O", "O", "O", "O", "O", "O", "O"], "xyz": [[0.40936, -0.06920, 0.35029], [-0.35281, -1.09841, -0.46816], [2.42174, -0.17383, -2.97422], [1.17978, -1.00127, -2.68625], [-1.88594, 0.77759, 0.32983], [-2.89708, 1.02080, 1.43820], [-0.11147, 1.58153, -0.04704], [1.06030, 2.04414, 0.80325], [0.23526, -3.06077, -0.95688], [-0.41859, -3.46464, 0.35438], [-4.05558, -2.49464, -2.12657], [-3.13815, -2.38949, -0.91937], [-3.90771, 2.58042, 0.12283], [-2.72930, 3.33959, 0.71022], [4.25563, -0.03350, 1.28252], [5.36539, -0.94124, 0.77806], [-3.27075, 0.46762, -1.26933], [-2.65350, -0.67118, -2.06443], [-2.63306, 0.31000, 4.47614], [-2.22063, -0.06489, 3.06213], [2.32663, 0.48739, -1.27731], [3.11569, 1.49270, -0.45464], [1.75891, 3.89179, -0.21523], [1.20551, 2.80702, -1.12468], [3.44383, -1.98389, 2.21924], [3.07591, -2.92698, 1.08555], [0.53083, -0.73794, -0.33310], [1.70107, -0.64048, -3.41225], [-2.58244, 0.34029, 0.83247], [0.17086, 1.67873, 0.86938], [0.29992, -2.93141, -0.00395], [-4.06875, -2.44510, -1.16409], [-2.97255, 2.48535, 0.33594], [5.20154, -0.04692, 1.09797], [-3.36529, -0.02199, -2.09416], [-2.24116, -0.40590, 3.96340], [3.08643, 0.55812, -0.68849], [1.47585, 3.73217, -1.12264], [3.18435, -1.99155, 1.29102]], "atomic_forces_ev_per_a": [[0.3286, -0.1329, 0.3450], [0.3057, -0.0779, 0.3604], [0.1584, -0.1952, -0.2493], [0.0641, 0.0594, 0.0992], [-0.3796, -0.0170, 0.5088], [0.1321, -0.0991, -0.5052], [-0.0099, 0.2734, -0.1235], [-0.0100, -0.1488, 0.2386], [0.2063, -0.2013, 0.0214], [0.0702, -0.3044, 0.0773], [-0.1832, 0.0952, 0.0813], [-0.2261, -0.0380, 0.1892], [-0.0442, -0.0180, -0.1448], [0.0648, 0.1979, -0.1605], [0.1165, -0.2193, -0.3743], [-0.2579, 0.1656, -0.0170], [-0.1523, -0.1943, 0.1732], [-0.1706, 0.2431, -0.0452], [0.0560, -0.1397, 0.0589], [0.1329, -0.2626, -0.1694], [-0.2292, -0.1875, 0.3380], [0.4008, 0.0219, -0.1993], [-0.0023, 0.2552, -0.0709], [0.0007, 0.1897, -0.3116], [-0.0115, -0.0448, -0.0040], [-0.2119, 0.1121, -0.0883], [-0.3157, 1.9012, -1.1218], [-0.0896, 0.1047, 0.0968], [0.5359, -2.3085, 0.5169], [-0.0645, 0.3092, 0.1060], [-0.6420, -1.8741, 0.1411], [0.1733, -0.6451, 0.0412], [-0.4314, 2.3095, -0.1779], [0.3854, 0.2189, 0.3959], [0.4425, 0.4809, -0.4282], [-0.1120, 0.2775, 0.0727], [-0.2291, 0.3919, -0.1023], [0.0949, -0.2457, 0.1881], [0.1041, -0.2532, 0.2434]], "homo_lumo_gap_ev": 10.2, "max_force_ev_per_a": 2.43, "total_energy_ha": -993.59670, "relative_energy_ev": 4.804, "charge": 0, "homo_ev": -10.675}

---

[4]
{"formula": "C16H9Cl6MgO4", "method": "ωB97M-V with the def2-TZVPD basis set", "elements": ["Mg", "Cl", "C", "C", "C", "Cl", "C", "Cl", "C", "Cl", "C", "Cl", "C", "C", "O", "C", "C", "C", "C", "C", "C", "O", "H", "H", "H", "H", "H", "H", "H", "Cl", "C", "C", "O", "O", "H", "H"], "xyz": [[0.30964, -0.78976, -0.39548], [2.57628, -2.39713, 1.21861], [0.97235, -2.77617, 1.71207], [-0.17393, -2.18027, 1.17297], [-1.47476, -2.57333, 1.46157], [-2.90285, -1.90480, 0.68644], [-1.63333, -3.54513, 2.48245], [-3.21033, -4.16611, 2.95937], [-0.54174, -4.02214, 3.18575], [-0.71622, -5.07197, 4.55081], [0.82280, -3.72270, 2.76563], [2.22701, -4.48471, 3.50810], [-2.72580, 2.30473, -1.49955], [-1.46468, 1.67669, -0.85785], [-1.29024, 0.40416, -0.98185], [-0.55308, 2.54858, -0.13723], [-0.60800, 3.98337, -0.27918], [0.34931, 4.83031, 0.32278], [1.32374, 4.27940, 1.13167], [1.43219, 2.90546, 1.36526], [0.59377, 1.97820, 0.68791], [0.78778, 0.72020, 0.77178], [-3.45565, 1.49452, -1.79349], [-2.35378, 2.85218, -2.41352], [-3.06185, 3.10765, -0.81872], [-1.39756, 4.44137, -0.86027], [0.27600, 5.89478, 0.12449], [2.00197, 4.98458, 1.59445], [2.28451, 2.53759, 1.98567], [2.69583, -0.88713, -4.79981], [1.88087, -2.15933, -3.98144], [1.28980, -1.72467, -2.54250], [1.77798, -0.74443, -1.90829], [0.33419, -2.41742, -2.04549], [2.62960, -2.96550, -3.81744], [0.99820, -2.41108, -4.55570]], "atomic_forces_ev_per_a": [[-0.0947, 0.0771, -0.4361], [0.1923, 0.4002, -0.4575], [-2.0124, -1.5115, 2.0960], [0.0975, 0.3795, -1.3805], [1.3664, -1.0521, 1.4517], [0.5531, -0.1638, 0.1576], [-0.7660, 0.3575, -0.0465], [0.2826, 0.3602, -0.2661], [2.6137, -0.1654, -0.4954], [-0.1311, -0.0493, -0.0713], [-1.3883, 0.6468, -0.4945], [-0.8917, 0.3023, -0.1705], [1.1271, -0.1632, -0.4686], [0.0784, -2.3128, -0.1266], [-0.4321, 3.0730, 0.0381], [1.6846, 0.6601, 0.7436], [0.9558, -0.6820, 0.8608], [-1.9951, -0.7877, -1.3174], [0.3365, -0.9975, 0.5453], [0.8256, 1.0817, 0.1161], [-1.5133, -0.2477, -1.1736], [0.1942, 0.8649, 0.1182], [0.7401, 1.1430, 0.5460], [-0.5182, -0.6653, 0.6398], [-0.4874, -0.7183, -0.3590], [0.0327, -0.0464, -0.1157], [0.1301, -0.0922, 0.1923], [0.2736, -0.2233, 0.1773], [-0.9878, 0.1126, -0.6075], [0.7285, 1.1926, -0.6635], [-0.8458, -0.4264, 2.5765], [-0.4666, -0.7242, 0.5711], [-0.1929, -0.2945, -0.6814], [1.3023, 1.0105, -1.1956], [-0.9699, 0.2625, -0.1908], [0.1782, -0.6009, -0.1120]], "homo_lumo_gap_ev": 7.8, "max_force_ev_per_a": 3.28, "total_energy_ha": -3877.53346, "relative_energy_ev": 0.132, "charge": -1, "homo_ev": -5.297}

---

[5]
{"formula": "C12H20N4O8S2", "method": "ωB97M-V with the def2-TZVPD basis set", "elements": ["C", "C", "N", "H", "H", "H", "C", "C", "N", "H", "H", "H", "C", "C", "N", "H", "H", "H", "C", "C", "N", "H", "H", "H", "C", "C", "O", "S", "O", "O", "O", "H", "H", "H", "H", "C", "C", "O", "S", "O", "O", "O", "H", "H", "H", "H"], "xyz": [[-3.37340, -3.92655, -2.50440], [-2.40874, -3.03190, -1.81277], [-1.60965, -2.38268, -1.32141], [-2.90800, -4.37292, -3.41037], [-4.24313, -3.29804, -2.81748], [-3.70588, -4.70926, -1.84078], [5.49012, 0.11756, 1.74849], [4.29589, -0.58577, 2.12902], [3.38829, -1.21558, 2.40605], [5.13726, 1.12121, 1.50583], [5.89985, -0.37641, 0.87845], [6.29479, 0.15836, 2.52204], [2.75958, -3.69506, 0.37636], [3.86212, -3.40202, -0.48413], [4.74871, -3.07932, -1.15463], [3.03884, -4.30335, 1.26647], [1.95604, -4.07476, -0.19437], [2.44854, -2.74298, 0.87604], [0.69108, 0.06049, -0.03666], [-0.26291, 1.08627, -0.53278], [-0.96461, 1.93307, -0.81276], [1.19043, 0.35067, 0.94991], [1.54775, -0.17694, -0.70693], [0.17329, -0.90213, 0.05848], [-3.21990, -0.49276, 1.38666], [-4.11547, 0.38862, 0.47920], [-4.86433, -0.63737, -0.19805], [-5.44634, -1.49969, 0.94674], [-5.48663, -2.85947, 0.55884], [-6.53680, -0.89267, 1.62632], [-4.16858, -1.42892, 1.85268], [-2.78329, 0.04105, 2.22295], [-2.37212, -0.90260, 0.84050], [-3.72655, 0.98013, -0.39706], [-4.85852, 0.96121, 0.95245], [0.32256, 4.95710, -0.57258], [1.04598, 4.40872, -1.80149], [2.15976, 3.59027, -1.37800], [2.30378, 3.72450, 0.20554], [3.16785, 4.76134, 0.62119], [2.42003, 2.47261, 0.89736], [0.79912, 4.20527, 0.46073], [-0.71787, 4.66474, -0.59945], [0.51122, 6.02951, -0.42210], [1.58767, 5.23791, -2.31168], [0.53220, 3.73854, -2.45842]], "atomic_forces_ev_per_a": [[0.0407, 1.1441, -0.6312], [-0.8491, -1.2722, -0.8821], [0.5021, 0.6155, 0.4961], [-0.2224, 0.3728, 0.6722], [0.6167, -0.6412, 0.2611], [-0.1071, -0.1323, 0.2216], [0.5796, 0.7012, 0.2721], [0.8045, -0.3111, 0.3146], [-1.0959, -0.4335, 0.2615], [0.4961, 0.1456, -0.1582], [0.1049, 0.0565, -0.3521], [-0.9610, -0.0912, -0.3901], [0.0074, 1.0690, 2.2958], [1.7577, 0.6647, -0.9170], [-0.8592, -0.4012, 0.5987], [-0.1232, -0.0484, -0.9918], [-0.9397, -0.6882, -0.3401], [0.1084, -0.5891, -0.6331], [0.8321, -0.3650, 0.6948], [2.3111, -1.8135, 1.0627], [-1.2530, 1.2558, -0.6291], [-1.0766, -0.1713, -1.3302], [-0.7549, 0.6784, 0.0235], [-0.0989, 0.3175, 0.1465], [0.0736, 2.0326, -0.3997], [1.5060, 0.2036, -2.3543], [-0.7273, -0.0733, -0.9442], [-0.1054, -2.0528, 0.9490], [-0.9124, -0.3873, -0.8224], [0.0157, 0.2375, -0.4109], [1.0032, -0.0567, 1.1662], [-0.2841, 0.1832, 0.2742], [-0.3864, -0.6165, -0.2754], [0.4236, -0.5603, 1.4032], [-0.4909, 1.0644, 1.2842], [-0.8585, 0.1806, -1.2517], [1.8268, 1.3973, -1.3095], [0.4396, -0.3875, 1.8199], [-1.1675, -1.0247, 1.7756], [0.7690, 0.6920, -0.7113], [0.1966, 0.3419, -1.2268], [1.3904, -1.2630, 1.9403], [-0.4611, 0.6473, -0.3594], [-0.2206, -0.2860, -0.0844], [-1.0142, -0.4841, -0.2106], [-0.8365, 0.1493, -0.3187]], "homo_lumo_gap_ev": 11.5, "max_force_ev_per_a": 3.12, "total_energy_ha": -2086.45690, "relative_energy_ev": 0.000, "charge": 0, "homo_ev": -11.004}

---

[6]
{"formula": "C4H7P", "method": "ωB97M-V with the def2-TZVPD basis set", "elements": ["C", "C", "P", "C", "C", "H", "H", "H", "H", "H", "H", "H"], "xyz": [[-0.25877, 2.57936, -0.74921], [0.06860, 1.26452, -0.72351], [0.90552, -0.16686, -0.46270], [-0.49544, -1.32532, -0.90081], [0.70324, -0.26867, 1.35118], [-0.75525, 3.46841, -1.02332], [-0.06068, -2.28157, -0.82504], [-1.00491, -0.94945, -1.79425], [-1.23320, -1.32310, -0.02976], [1.34143, 0.54104, 1.80782], [1.18481, -1.24151, 1.65507], [-0.39534, -0.29684, 1.69452]], "atomic_forces_ev_per_a": [[2.3379, -10.3278, -0.1374], [-3.3121, 12.3699, -0.4158], [0.3125, -2.2430, 0.2517], [-0.9588, 1.6005, 1.9398], [0.2553, -0.5446, 1.3309], [-0.1592, 0.6017, 0.0768], [0.2271, -1.4470, -0.9784], [0.3234, -0.8439, -0.0466], [0.7008, 0.3227, -1.1983], [-1.0062, -0.7276, -0.2147], [-0.5002, 0.8254, -0.1499], [1.7795, 0.4137, -0.4580]], "homo_lumo_gap_ev": 9.4, "max_force_ev_per_a": 12.81, "total_energy_ha": -497.83811, "relative_energy_ev": 2.409, "charge": 0, "homo_ev": -8.566}